No. 1
A single C5H8O molecule in a non-equilibrium geometry, computed with wB97M-V/def2-TZVPD.

Element x y z (Å)
C 0.35780 -1.06822 -0.36414
C -1.08341 -0.50998 -0.33282
C -0.95918 0.78732 0.43324
O -0.34379 0.45355 1.64279
C 0.45064 1.15486 0.49209
C 1.25141 0.18946 -0.38969
H 0.51780 -1.74200 -1.21170
H 0.56789 -1.63040 0.54964
H -1.47214 -0.33121 -1.33587
H -1.77362 -1.17123 0.20329
H -1.76590 1.51424 0.43136
H 0.65554 1.77776 1.35294
H 1.32532 0.55734 -1.42928
H 2.27165 0.01850 -0.04184

Values from the calculation:
relative energy (zero: lowest compared OMol25 entry of this formula, charge and spin)	230.1	kJ/mol
SMILES	C1C[C@@H]2O[C@@H]2C1
LUMO energy	1.15	eV
Kohn-Sham gap	10.8	eV

Quick look at the natural (NBO) charges, all values in e: C -0.397; C -0.422; C 0.042; O -0.529; C -0.012; C -0.437; H 0.212; H 0.220; H 0.200; H 0.223; H 0.189; H 0.274; H 0.215; H 0.220

No. 2
A molecular structure, C2H4N2O2, computed with wB97M-V/def2-TZVPD.

Element x y z (Å)
N 1.88274 -0.21449 -0.06047
C 0.63662 0.04875 0.22875
O 0.60345 0.60212 1.39094
N -0.49229 -0.18079 -0.50997
C -1.77353 0.12191 -0.06116
O -2.75352 -0.08352 -0.73168
H 2.22068 -0.62183 -0.92051
H 1.86450 0.37571 1.14034
H -0.41849 -0.59845 -1.42822
H -1.77016 0.55060 0.95198

Values from the calculation:
relative energy (zero: lowest compared OMol25 entry of this formula, charge and spin)	215.8	kJ/mol
LUMO energy	0.64	eV
Kohn-Sham gap	10.9	eV

Quick look at the natural (NBO) charges, all values in e: N -0.866; C 0.734; O -0.689; N -0.644; C 0.543; O -0.549; H 0.392; H 0.506; H 0.420; H 0.153

No. 3
A single C6H14O molecule, computed with wB97M-V/def2-TZVPD.

Element x y z (Å)
C 1.09813 -1.81228 1.50284
C 0.76906 -0.49874 0.78483
C 0.31687 0.64970 1.68869
C -0.30084 -0.57887 -0.29560
C -0.16531 0.61489 -1.28506
C -1.38281 0.69623 -2.17554
O 0.22502 1.92600 -0.82834
H 1.82163 -1.62567 2.30630
H 1.56787 -2.52483 0.81223
H 0.22757 -2.30935 1.94799
H 1.69434 -0.20378 0.26877
H 0.96459 0.82042 2.54672
H -0.71537 0.47398 2.02012
H 0.31235 1.56254 1.09266
H -1.29788 -0.68313 0.16609
H -0.18686 -1.47480 -0.92836
H 0.72179 0.34596 -1.86117
H -2.24563 1.10440 -1.63028
H -1.65367 -0.30950 -2.50778
H -1.17339 1.32529 -3.04225
H -0.52965 2.51382 -0.68141

Values from the calculation:
relative energy (zero: lowest compared OMol25 entry of this formula, charge and spin)	64.8	kJ/mol
SMILES	CC(C)C[C@@H](C)O
LUMO energy	1.00	eV
Kohn-Sham gap	10.9	eV

Quick look at the natural (NBO) charges, all values in e: C -0.600; C -0.220; C -0.625; C -0.416; C 0.106; C -0.633; O -0.728; H 0.209; H 0.205; H 0.201; H 0.192; H 0.203; H 0.190; H 0.244; H 0.194; H 0.209; H 0.170; H 0.201; H 0.217; H 0.216; H 0.468

No. 4
A molecular structure, C20H44GdNO2P3 in a non-equilibrium geometry, computed with wB97M-V/def2-TZVPD.

Element x y z (Å)
Gd -0.25124 -0.47079 0.11046
P 0.65730 -2.76770 -1.11063
P 2.48823 -0.08047 0.70111
P -2.97099 0.23142 -0.12764
H 2.21887 4.03538 -0.16227
C 1.16333 4.32133 -0.08420
C 0.51728 4.37207 1.09062
H 1.00987 4.14365 2.04396
C 1.73583 -2.69009 -2.58781
C 1.59136 -3.97176 -0.08905
C -0.74182 -3.80056 -1.67494
C 2.54841 1.48747 1.63555
C 3.16419 -1.25599 1.93116
C 3.86469 0.09874 -0.47510
C -3.30568 1.90474 0.55244
C -4.16130 -0.84497 0.75888
C -3.72567 0.38090 -1.78426
H 0.66003 4.58285 -1.01940
H -0.51790 4.72885 1.15672
H 1.13606 -2.50183 -3.48479
H 2.28352 -3.63527 -2.69986
H 2.45557 -1.87035 -2.46965
H 1.49133 -4.96694 -0.54058
H 1.17793 -3.98941 0.92748
H 2.65041 -3.69374 -0.03397
H -0.37482 -4.79325 -1.96655
H -1.23921 -3.31911 -2.52679
H -1.47382 -3.90757 -0.86184
H 3.60291 1.74232 1.80985
H 2.05705 1.34327 2.60756
H 2.05330 2.32412 1.12032
H 4.25102 -1.11047 1.99921
H 2.95460 -2.29263 1.63634
H 2.71401 -1.07212 2.91559
H 4.77670 0.31511 0.10200
H 3.67249 0.92386 -1.17490
H 4.00724 -0.83366 -1.04003
H -4.17720 2.34266 0.04605
H -2.43560 2.55823 0.38326
H -3.49473 1.85638 1.63322
H -5.17719 -0.70943 0.36292
H -4.15655 -0.63112 1.83647
H -3.86665 -1.89537 0.61805
H -4.61863 1.01568 -1.71973
H -4.00275 -0.61147 -2.16126
H -3.01104 0.83357 -2.48356
C 0.31743 1.27705 -2.86330
C 1.11024 0.70725 -3.84868
C 0.67095 0.84011 -5.17138
C -0.45580 1.60898 -5.47094
C -1.13176 2.29985 -4.46046
C -0.72960 2.14366 -3.12610
O 0.33956 0.75741 -1.54974
H 1.24189 0.34601 -1.26853
H 1.98347 0.11730 -3.57499
H 1.20828 0.32765 -5.96546
H -0.80405 1.68783 -6.50184
H -1.97098 2.95744 -4.69607
H -1.23887 2.63104 -2.29032
C -1.65674 0.62762 4.34758
N -0.79288 -0.54901 4.45826
C -0.40832 -1.05146 5.77263
C -0.25171 -1.11551 3.40334
O -0.45474 -0.68411 2.22069
H -2.03550 0.83305 5.35127
H -2.50213 0.44129 3.67354
H -1.10999 1.50846 3.98544
H -0.33782 -2.14586 5.71456
H 0.57860 -0.66273 6.07167
H -1.16669 -0.74900 6.49957
H 0.39641 -1.98084 3.58888

Values from the calculation:
relative energy (zero: lowest compared OMol25 entry of this formula, charge and spin)	0.0	kJ/mol
⟨S²⟩	16.041
LUMO energy (alpha / beta)	-9.25 / -11.83	eV
spin multiplicity	8
Kohn-Sham gap (alpha / beta)	7.7 / 5.1	eV
net charge	+3

Quick look at the Mulliken charges, all values in e: Gd -0.076; P 1.224; P 0.784; P 0.817; H 0.355; C -0.602; C -0.586; H 0.330; C -1.116; C -1.508; C -1.191; C -0.854; C -1.178; C -1.238; C -1.231; C -1.177; C -1.172; H 0.312; H 0.320; H 0.398; H 0.496; H 0.094; H 0.488; H 0.393; H 0.407; H 0.446; H 0.378; H 0.399; H 0.505; H 0.470; H -0.419; H 0.455; H 0.196; H 0.392; H 0.526; H 0.390; H 0.304; H 0.437; H 0.288; H 0.372; H 0.404; H 0.360; H 0.372; H 0.480; H 0.414; H 0.238; C 1.314; C -0.660; C -0.679; C -0.740; C -0.482; C -0.986; O 0.436; H -0.270; H 0.548; H 0.466; H 0.431; H 0.472; H 0.663; C -0.630; N 0.129; C -0.845; C 0.036; O -0.335; H 0.370; H 0.122; H 0.267; H 0.347; H 0.353; H 0.317; H 0.463

No. 5
2 unconnected molecules or ions with the total composition C10H16O in a non-equilibrium geometry, computed with wB97M-V/def2-TZVPD.

Element x y z (Å)
C -1.50003 -2.61107 0.51649
C -1.15067 -3.06864 1.95332
C -0.62827 -3.19028 -0.57556
H -2.53899 -2.83491 0.23617
H -1.46130 -1.52445 0.64510
H -0.28748 -3.78185 1.93813
H -1.02424 -4.12299 -1.00159
H -1.95375 -3.51274 2.55284
H -0.66794 -2.24036 2.45685
H -0.50888 -2.31091 -1.22411
H 0.41926 -3.32314 -0.36875
C -0.62361 2.98024 -2.18951
C 2.31923 1.73338 -0.25854
C 1.71411 1.43577 0.92964
C 1.51295 2.07099 -1.36938
C 0.12905 2.22021 -1.16610
C 0.33466 1.07413 0.91744
C -0.46277 1.70436 0.01152
O 2.26324 1.16300 2.16614
H 3.35951 2.00876 -0.28892
H 1.89400 2.46634 -2.30407
H -0.24726 0.67848 1.73806
H 3.20660 1.36928 2.06486
H -1.01095 2.46304 -3.08110
H -0.05309 3.80782 -2.62072
H -1.54521 1.81907 0.16141
H -1.48819 3.52648 -1.83965

Values from the calculation:
relative energy (zero: lowest compared OMol25 entry of this formula, charge and spin)	222.1	kJ/mol
SMILES	Cc1ccc(O)cc1.CCC
LUMO energy	0.80	eV
Kohn-Sham gap	9.1	eV

Quick look at the natural (NBO) charges, all values in e: C -0.405; C -0.617; C -0.626; H 0.199; H 0.198; H 0.200; H 0.212; H 0.210; H 0.204; H 0.220; H 0.205; C -0.639; C -0.314; C 0.295; C -0.175; C -0.060; C -0.249; C -0.187; O -0.656; H 0.213; H 0.214; H 0.221; H 0.472; H 0.219; H 0.213; H 0.214; H 0.218

Q: Look up the relative energy (zero: lowest compared OMol25 entry of this formula, charge and spin) of the first one.
A: 230.1 kJ/mol

Copy entry 2 word for word.
A molecular structure, C2H4N2O2, computed with wB97M-V/def2-TZVPD.

Element x y z (Å)
N 1.88274 -0.21449 -0.06047
C 0.63662 0.04875 0.22875
O 0.60345 0.60212 1.39094
N -0.49229 -0.18079 -0.50997
C -1.77353 0.12191 -0.06116
O -2.75352 -0.08352 -0.73168
H 2.22068 -0.62183 -0.92051
H 1.86450 0.37571 1.14034
H -0.41849 -0.59845 -1.42822
H -1.77016 0.55060 0.95198

Values from the calculation:
relative energy (zero: lowest compared OMol25 entry of this formula, charge and spin)	215.8	kJ/mol
LUMO energy	0.64	eV
Kohn-Sham gap	10.9	eV

Quick look at the natural (NBO) charges, all values in e: N -0.866; C 0.734; O -0.689; N -0.644; C 0.543; O -0.549; H 0.392; H 0.506; H 0.420; H 0.153

Q: Which formula does entry 4 have?
A: C20H44GdNO2P3

Q: Among the records above, which one has the lowest relative energy (zero: lowest compared OMol25 entry of this formula, charge and spin)?
A: C20H44GdNO2P3